No. 1
C5H4N2O2 | ωB97M-V/def2-TZVPD

```
13
Properties=species:S:1:pos:R:3:mulliken_charge:R:1
C 0.348 -2.502 1.382 -0.58
C 1.323 -1.956 0.778 0.57
C -0.139 2.315 -0.612 -0.30
C -1.025 1.413 -1.070 -0.28
C -0.866 -0.836 -0.247 0.39
N 0.607 1.310 0.117 -0.44
N -0.469 0.386 -0.334 0.12
O -0.790 -1.919 0.317 -0.29
O 1.681 -1.235 -0.115 -0.53
H -0.110 -2.665 2.338 0.33
H 0.146 3.348 -0.719 0.40
H -2.128 1.515 -1.458 0.29
H 1.421 0.827 -0.377 0.33
```

Calculated values
Highest occupied orbital energy (alpha / beta)   -7.93 / -7.93 eV
LUMO energy (alpha / beta)   -0.45 / -0.45 eV
HOMO-LUMO gap (alpha / beta)   7.48 / 7.47 eV

=====

No. 2
C6H10 | ωB97M-V/def2-TZVPD

```
16
Properties=species:S:1:pos:R:3:mulliken_charge:R:1
C 1.879 -0.363 0.434 -1.22
C 0.705 0.108 -0.453 0.46
C 0.013 1.331 0.106 -0.67
C -1.274 1.128 0.375 -0.40
C -1.718 -0.272 0.044 -0.55
C -0.463 -0.909 -0.609 -0.78
H 1.966 0.243 1.342 0.31
H 2.839 -0.304 -0.090 0.28
H 1.745 -1.403 0.751 0.30
H 1.114 0.342 -1.444 0.35
H 0.548 2.261 0.287 0.41
H -1.949 1.869 0.795 0.41
H -2.034 -0.810 0.946 0.26
H -2.586 -0.277 -0.628 0.28
H -0.654 -1.102 -1.667 0.28
H -0.220 -1.875 -0.152 0.28
```

Calculated values
SMILES string   C[C@@H]1C=CCC1
Highest occupied orbital energy   -9.07 eV
LUMO energy   1.22 eV
HOMO-LUMO gap   10.29 eV

=====

No. 3
C35H53BrN6O5P2SSiV | ωB97M-V/def2-TZVPD

```
105
Properties=species:S:1:pos:R:3:mulliken_charge:R:1
V -0.282 0.210 -0.001 0.49
O -1.403 -0.583 1.278 -0.33
N -1.889 0.042 2.335 0.28
C -2.744 -0.631 3.136 -0.24
C -3.314 -0.035 4.227 -0.85
C -3.002 1.297 4.513 -0.33
C -2.128 1.969 3.691 -0.86
C -1.553 1.347 2.574 0.17
S -0.498 2.124 1.483 -0.20
H -2.946 -1.645 2.828 0.45
H -4.010 -0.594 4.834 0.41
H -3.463 1.799 5.352 0.43
H -1.879 3.005 3.868 0.50
C 2.583 -4.198 -0.554 -1.39
C 1.271 -3.552 -0.908 0.57
C 0.266 -4.250 -1.574 -0.69
C -0.952 -3.621 -1.773 -0.85
C -1.116 -2.319 -1.338 0.11
Br -2.828 -1.552 -1.496 -0.02
N -0.140 -1.590 -0.773 1.27
C 1.024 -2.240 -0.557 -0.70
H 2.485 -5.283 -0.549 0.48
H 2.919 -3.872 0.431 0.29
H 3.359 -3.932 -1.275 0.13
H 0.417 -5.269 -1.904 0.45
H -1.782 -4.128 -2.241 0.49
H 1.793 -1.670 -0.059 0.57
C 2.263 2.393 3.695 -0.96
N 2.760 2.254 2.329 0.53
C 2.664 3.478 1.540 -0.75
P 2.719 0.717 1.720 0.81
O 1.540 -0.171 1.694 -1.33
O 3.371 0.990 0.258 0.15
P 2.840 0.809 -1.242 -1.25
O 1.386 0.736 -1.433 -0.24
N 3.464 2.163 -1.970 0.90
C 4.887 2.446 -1.891 -0.91
C 2.820 2.634 -3.196 -0.89
N 3.610 -0.609 -1.673 0.97
C 4.947 -0.939 -1.202 -0.79
C 3.312 -1.066 -3.027 -1.10
N 3.982 -0.069 2.472 0.27
C 3.697 -1.070 3.491 -1.00
C 5.222 0.662 2.677 -1.05
H 1.227 2.736 3.706 0.24
H 2.886 3.114 4.231 0.39
H 2.314 1.431 4.211 0.31
H 1.657 3.900 1.577 0.38
H 2.918 3.278 0.501 -0.04
H 3.372 4.205 1.947 0.35
H 5.268 2.172 -0.907 0.08
H 5.040 3.517 -2.035 0.38
H 5.464 1.918 -2.660 0.29
H 1.766 2.361 -3.180 0.15
H 3.288 2.215 -4.095 0.25
H 2.886 3.722 -3.241 0.34
H 5.073 -0.589 -0.180 0.03
H 5.735 -0.509 -1.831 0.24
H 5.065 -2.025 -1.205 0.32
H 2.321 -0.713 -3.313 0.20
H 3.306 -2.158 -3.056 0.34
H 4.046 -0.703 -3.756 0.31
H 2.690 -1.450 3.342 0.26
H 3.776 -0.653 4.503 0.34
H 4.407 -1.897 3.410 0.31
H 5.337 1.415 1.900 0.17
H 6.064 -0.033 2.630 0.38
H 5.245 1.166 3.650 0.36
C -4.936 3.177 -2.351 -1.91
C -3.986 2.486 -1.366 2.77
C -3.798 3.406 -0.156 -1.64
C -4.640 1.189 -0.883 -1.64
Si -2.247 2.130 -2.124 -2.36
O -1.369 1.163 -1.220 1.33
C -2.258 1.333 -3.856 0.82
C -1.295 0.349 -4.088 0.59
C -1.155 -0.252 -5.330 -0.86
C -1.987 0.120 -6.378 -0.62
C -2.948 1.098 -6.172 -0.88
C -3.077 1.698 -4.925 -0.60
C -1.336 3.791 -2.384 0.68
C -0.127 3.994 -1.716 0.60
C 0.604 5.163 -1.873 -0.64
C 0.134 6.170 -2.703 -0.79
C -1.061 5.987 -3.385 -0.78
C -1.778 4.809 -3.231 -0.32
H -5.875 3.441 -1.851 0.51
H -5.177 2.518 -3.188 0.30
H -4.500 4.097 -2.748 0.30
H -4.761 3.601 0.332 0.52
H -3.357 4.363 -0.447 0.30
H -3.134 2.947 0.573 0.17
H -5.626 1.399 -0.454 0.54
H -4.029 0.714 -0.112 0.05
H -4.770 0.474 -1.700 0.21
H -0.648 0.063 -3.264 0.08
H -0.395 -1.010 -5.486 0.46
H -1.885 -0.349 -7.349 0.37
H -3.597 1.397 -6.986 0.42
H -3.833 2.464 -4.792 0.16
H 0.241 3.204 -1.071 0.04
H 1.545 5.290 -1.346 0.48
H 0.698 7.087 -2.824 0.37
H -1.432 6.767 -4.040 0.41
H -2.695 4.680 -3.796 0.13
```

Calculated values
2S+1   4
Highest occupied orbital energy (alpha / beta)   -5.27 / -7.12 eV
LUMO energy (alpha / beta)   0.31 / 0.31 eV
HOMO-LUMO gap (alpha / beta)   5.58 / 7.43 eV

=====

Calculated ΔE to the lowest compared entry with this formula, charge and spin, 9.076, 0.280, 0.000 eV (same order as the records).
Calculated E, -12316.0017, -6383.5797, -189361.8606 eV (same order as the records).